1.
{
  "formula": "C2H7N2S",
  "method": "ωB97M-V with the def2-TZVPD basis set",
  "species": ["C", "S", "H", "H", "H", "N", "C", "N", "H", "H", "H", "H"],
  "xyz": [[-0.16771, 1.97235, 0.19719], [-0.76591, 1.29953, 1.72775], [0.80223, 1.50725, -0.01224], [-0.08591, 3.04427, 0.03854], [-0.77537, 1.60313, -0.61979], [0.04887, -1.50263, -0.21242], [0.26257, -1.40093, -1.57104], [1.25399, -1.88618, -2.22126], [0.93995, -1.72306, 0.20533], [-0.68725, -0.97512, 0.22169], [-0.47887, -0.80148, -2.10550], [2.03347, -1.97050, -1.56832]],
  "forces_ev_per_a": [[0.3, -0.3, -0.7], [0.0, 0.4, 0.1], [0.1, 0.1, 0.2], [0.0, 0.1, 0.7], [-0.4, -0.2, -0.2], [0.8, -0.1, -1.5], [-0.2, 0.0, -0.2], [-0.1, 1.5, 0.3], [-0.5, 0.0, 1.1], [0.4, 0.2, 0.4], [-0.4, -0.7, -0.1], [0.1, -1.1, 0.0]],
  "lowdin_spin": [0.112, 0.845, 0.028, -0.001, 0.017, 0.000, 0.000, 0.000, 0.000, -0.001, 0.000, 0.000],
  "homo_lumo_gap_ev": [10.0051, 6.7945],
  "relative_energy_kj_mol": 37.2,
  "spin_multiplicity": 2,
  "e_homo_ev": [-9.19, -9.12],
  "s_squared": 0.753
}



2.
{
  "formula": "C2H7N2S",
  "method": "ωB97M-V with the def2-TZVPD basis set",
  "species": ["C", "C", "N", "N", "S", "H", "H", "H", "H", "H", "H", "H"],
  "xyz": [[0.96475, 0.16961, -0.36312], [-0.69754, -0.71740, -0.30005], [0.50831, -0.90926, 0.55148], [0.74559, 1.38698, 0.18785], [-1.96531, 0.43227, 0.29765], [2.06818, 0.07961, -0.78933], [-1.11547, -1.46752, -0.99707], [0.35008, -0.70979, 1.54529], [0.87429, -1.91962, 0.33891], [-0.26261, 1.48186, 0.36642], [1.30231, 2.16732, -0.14074], [-2.77258, 0.00592, -0.69729]],
  "forces_ev_per_a": [[0.5, -1.1, -0.3], [1.2, 2.3, -1.2], [-0.3, -3.3, -0.7], [-0.1, 0.1, 0.5], [0.3, -1.6, -0.5], [-2.9, -0.6, 0.3], [1.1, 0.1, 0.8], [0.5, -0.1, 0.2], [-0.4, 2.4, 0.9], [0.7, 1.5, -0.2], [-0.5, -0.1, 0.1], [-0.1, 0.4, 0.3]],
  "lowdin_charge": [-0.216, -0.429, 0.021, 0.037, 0.860, 0.201, 0.104, 0.171, 0.232, -0.033, 0.125, -0.071],
  "homo_lumo_gap_ev": 9.6391,
  "total_charge": 1,
  "relative_energy_kj_mol": 373.8,
  "e_homo_ev": -13.29
}



3.
{
  "formula": "C2H7N3",
  "method": "ωB97M-V with the def2-TZVPD basis set",
  "species": ["C", "C", "H", "H", "H", "H", "H", "H", "H", "N", "N", "N"],
  "xyz": [[1.45886, -0.49987, -0.00873], [-1.07942, -0.76991, 0.04042], [2.15008, 0.28469, -0.56776], [1.46406, -1.61920, -0.37025], [1.66756, -0.80203, 1.02205], [-0.59115, 1.46134, -0.77384], [-0.27300, 1.70805, 0.92645], [-0.66601, -1.73598, 0.01317], [-2.03840, 0.80596, -0.26152], [0.07735, -0.03553, -0.07465], [0.09991, 1.40180, 0.03415], [-2.26984, -0.19931, 0.02051]],
  "forces_ev_per_a": [[-0.2, -2.4, -0.9], [-0.3, 3.7, -0.7], [-1.4, -2.2, 1.4], [0.3, 2.2, -0.5], [0.8, 1.3, 0.3], [1.0, 2.1, 1.6], [-0.6, -0.1, 0.0], [-1.3, -2.2, 0.4], [-1.0, -1.5, 1.0], [1.9, 1.3, 0.9], [-1.7, -1.5, -2.9], [2.4, -0.6, -0.6]],
  "lowdin_charge": [-0.091, -0.267, 0.126, 0.099, 0.063, 0.101, 0.085, 0.093, 0.023, -0.313, 0.041, 0.039],
  "homo_lumo_gap_ev": 9.5422,
  "relative_energy_kj_mol": 305.9,
  "e_homo_ev": -8.71
}



4.
{
  "formula": "C2H7N3",
  "method": "ωB97M-V with the def2-TZVPD basis set",
  "species": ["C", "C", "H", "H", "H", "H", "H", "H", "H", "N", "N", "N"],
  "xyz": [[1.79022, 1.05539, -0.34364], [-0.82727, -0.58757, 0.69644], [2.40360, 1.90194, -0.98774], [2.12690, 0.22841, -1.06025], [2.08197, 1.02896, 0.73885], [-0.15563, 1.86548, -0.11382], [-0.41510, -0.70102, -1.51431], [-0.55005, 0.02971, 1.57026], [-1.67470, -1.93823, 1.70174], [0.39118, 1.07883, -0.57058], [-0.25704, -0.15684, -0.48393], [-1.50480, -1.66801, 0.70428]],
  "forces_ev_per_a": [[2.5, 0.6, -2.6], [0.6, -0.8, -1.1], [-1.9, -1.3, 2.1], [0.0, 0.3, 1.9], [0.3, -0.3, -1.1], [1.0, -1.6, -0.8], [0.2, 2.0, 4.3], [-0.1, -0.2, -0.4], [-0.2, 0.4, -1.2], [-2.2, 1.8, 0.2], [-0.3, -0.9, -2.9], [0.0, -0.1, 1.7]],
  "lowdin_charge": [-0.177, -0.357, 0.117, 0.088, 0.073, 0.139, 0.231, 0.124, 0.043, -0.211, -0.101, 0.031],
  "homo_lumo_gap_ev": 9.5554,
  "relative_energy_kj_mol": 265.5,
  "e_homo_ev": -8.56
}



5.
{
  "formula": "C2H7N3",
  "method": "ωB97M-V with the def2-TZVPD basis set",
  "species": ["C", "C", "N", "N", "N", "H", "H", "H", "H", "H", "H", "H"],
  "xyz": [[0.70694, 0.43758, 0.38086], [-0.32029, 1.46090, 0.71649], [-0.93111, -0.94255, -0.55377], [0.48894, -0.67008, -0.28297], [1.38371, -1.56319, -0.47016], [1.72771, 0.58390, 0.69515], [-0.99351, -1.84886, -1.01265], [-1.31241, -0.21178, -1.14274], [0.98747, -2.44521, -0.79337], [-0.05549, 1.93520, 1.66243], [-1.30322, 1.01488, 0.84217], [-0.37873, 2.24921, -0.04141]],
  "forces_ev_per_a": [[0.1, 0.3, -0.2], [0.0, -0.1, -0.1], [0.9, -0.1, 0.2], [-2.1, 0.3, 1.1], [1.0, -1.1, -0.5], [0.1, -0.2, -0.1], [0.2, 0.3, -0.1], [0.2, 0.0, -0.1], [-0.2, 0.4, -0.1], [0.0, 0.0, -0.1], [-0.1, 0.0, 0.0], [-0.1, 0.1, 0.0]],
  "lowdin_charge": [-0.161, -0.102, 0.106, -0.357, 0.016, 0.110, 0.082, 0.086, 0.020, 0.071, 0.059, 0.070],
  "homo_lumo_gap_ev": 8.2646,
  "relative_energy_kj_mol": 327.8,
  "e_homo_ev": -7.32
}



6.
{
  "formula": "C2H7N3O",
  "method": "ωB97M-V with the def2-TZVPD basis set",
  "species": ["C", "N", "C", "N", "O", "N", "H", "H", "H", "H", "H", "H", "H"],
  "xyz": [[1.80858, -0.29776, 0.43000], [0.00141, -0.74613, -0.66335], [-1.10305, -0.05916, -0.16852], [-0.93729, 1.30584, -0.15751], [1.19941, -0.07425, -0.97916], [-2.07045, -0.75760, 0.26858], [-0.06020, -1.75742, -0.63503], [-1.76979, 1.86722, -0.07655], [-0.22009, 1.65227, -0.77920], [-2.85792, -0.20600, 0.58973], [2.83094, 0.01496, 0.23428], [1.33927, 0.38351, 1.13794], [1.83920, -1.32547, 0.79879]],
  "forces_ev_per_a": [[1.7, 1.7, -2.1], [-2.0, 0.6, -1.4], [0.9, -0.2, -0.1], [0.1, 0.2, -0.1], [-0.4, -2.4, 4.3], [-0.4, -0.3, 0.1], [0.5, 0.3, -0.2], [0.1, -0.1, 0.0], [-0.2, 0.1, 0.1], [0.1, 0.1, -0.1], [0.3, 0.1, 0.5], [-0.2, -0.2, -0.2], [-0.5, 0.0, -0.6]],
  "lowdin_charge": [-0.027, -0.059, -0.592, 0.134, -0.138, 0.088, 0.142, 0.097, 0.090, 0.028, 0.073, 0.079, 0.085],
  "homo_lumo_gap_ev": 9.4741,
  "relative_energy_kj_mol": 330.0,
  "e_homo_ev": -8.51
}



7.
{
  "formula": "C2H7N3O",
  "method": "ωB97M-V with the def2-TZVPD basis set",
  "species": ["C", "N", "N", "N", "C", "O", "H", "H", "H", "H", "H", "H", "H"],
  "xyz": [[1.63859, -1.86160, -0.92545], [-0.68292, 1.70888, 0.42831], [0.58670, -1.51512, -0.34407], [-0.48607, 1.21345, -0.87094], [-1.12780, 1.00530, 1.47934], [-1.22681, 1.43477, 2.60272], [-0.38021, 2.66433, 0.57313], [0.33008, -2.06659, 0.47437], [-1.37697, 1.17275, -1.36738], [-0.11010, 0.26105, -0.81432], [2.28815, -2.69202, -0.64014], [1.94398, -1.29303, -1.79547], [-1.39661, -0.03218, 1.19990]],
  "forces_ev_per_a": [[0.6, -0.3, -0.2], [0.3, 0.7, -0.5], [-0.7, 0.2, 0.4], [-0.3, -0.3, -0.2], [-0.2, -0.5, -0.2], [0.0, 0.1, 0.5], [0.0, -0.3, 0.1], [0.3, -0.2, -0.1], [0.2, 0.0, 0.2], [-0.1, 0.3, 0.1], [-0.1, 0.0, 0.1], [0.1, 0.1, -0.2], [0.0, 0.1, 0.0]],
  "lowdin_charge": [-0.104, -0.067, 0.015, 0.007, -0.404, 0.006, 0.141, 0.062, 0.077, 0.009, 0.071, 0.065, 0.122],
  "homo_lumo_gap_ev": 10.1746,
  "relative_energy_kj_mol": 241.1,
  "e_homo_ev": -9.32
}



8.
{
  "formula": "C2H7N3O",
  "method": "ωB97M-V with the def2-TZVPD basis set",
  "species": ["C", "C", "N", "N", "O", "N", "H", "H", "H", "H", "H", "H", "H"],
  "xyz": [[-1.09133, 1.27346, 0.83160], [0.03159, 0.34536, 0.72924], [-0.58857, -0.59667, -1.60704], [1.94240, -0.74868, 0.34527], [-0.35376, -1.07044, -0.26034], [1.25586, 0.28657, 0.85728], [-1.10836, -1.34267, -2.06362], [0.33624, -0.52787, -2.03541], [2.86484, -0.78323, 0.75848], [0.81585, -1.38227, -0.12755], [-1.44966, 1.53971, -0.16580], [-1.91751, 0.83718, 1.39511], [-0.73759, 2.16955, 1.34277]],
  "forces_ev_per_a": [[-0.2, -0.1, 0.0], [0.1, -1.3, -1.4], [0.3, 0.1, 0.5], [-1.2, -0.2, -0.4], [-0.1, 0.9, 0.3], [0.3, 0.1, 0.7], [0.2, 0.0, 0.2], [-0.1, -0.1, 0.0], [-0.2, -0.2, -0.2], [0.9, 0.8, 0.4], [0.0, 0.0, 0.1], [0.0, 0.0, 0.0], [0.0, -0.1, 0.0]],
  "lowdin_charge": [-0.045, -0.227, 0.035, -0.073, -0.219, -0.048, 0.082, 0.081, 0.045, 0.120, 0.075, 0.082, 0.092],
  "homo_lumo_gap_ev": 8.9445,
  "relative_energy_kj_mol": 579.9,
  "e_homo_ev": -7.96
}